Here is Cl3H7Si4 in the gas phase in a non-equilibrium geometry from the Open Molecules 2025 dataset. Energies are from ωB97M-V/def2-TZVPD.

Its energy relative to the best compared isomer or geometry (same formula, charge and spin) is 0.0 kcal per mole. As for the spin multiplicity: 1. The calculation puts the HOMO energy at -10.2 eV. The calculation puts the gap between HOMO and LUMO at 10.30 eV.

```
14
Properties=species:S:1:pos:R:3:forces:R:3
Si -1.608 -0.597 -1.822 -0.5 -0.2 -1.3
Si 0.691 -0.408 -1.217 0.6 -0.7 0.3
Si 1.578 -0.296 1.028 -1.6 -1.0 0.4
Si 0.079 1.160 2.092 -1.4 -1.0 0.1
Cl -0.865 2.269 0.625 0.1 0.0 0.0
Cl 0.711 2.480 3.490 0.1 0.0 0.2
Cl -1.557 -0.058 2.871 1.3 0.9 -0.5
H -2.664 -0.850 -0.735 0.8 0.7 -0.6
H -1.588 0.559 -2.811 -0.6 0.1 1.0
H -2.000 -1.607 -2.938 0.8 0.2 1.1
H 1.541 0.539 -2.021 -0.6 0.0 0.2
H 1.203 -1.736 -1.606 0.2 -0.2 -0.1
H 2.927 0.124 1.177 1.1 0.6 -0.2
H 1.550 -1.579 1.867 -0.2 0.6 -0.6
```
Positions in Å, forces in eV/Å.